[1]
The following is a quantum chemistry calculation of a structure of composition C6H16CoF4N2O10S4, from the Open Molecules 2025 dataset.

The geometry in XYZ format:
```
43
Properties=species:S:1:pos:R:3:mulliken_charge:R:1
Co -29.433 14.934 -21.640 0.9605
N -28.170 17.526 -23.555 -0.1275
S -27.473 18.923 -23.569 0.9936
O -28.390 20.053 -23.854 -0.5440
O -26.071 19.079 -24.059 -0.5398
F -27.374 18.881 -21.916 -0.3241
S -27.918 17.336 -25.212 1.0340
O -26.965 16.293 -25.599 -0.5793
O -28.209 18.340 -26.205 -0.5009
F -29.299 16.511 -25.379 -0.3173
N -27.783 13.147 -19.121 0.1014
S -26.148 13.310 -18.779 1.0676
O -25.324 12.095 -18.775 -0.4490
O -25.913 14.510 -18.035 -0.4619
F -25.887 13.944 -20.189 -0.2276
S -28.008 12.129 -18.027 0.9584
O -28.141 12.611 -16.665 -0.3827
O -27.741 10.694 -18.197 -0.3678
F -29.556 12.199 -18.466 -0.3082
C -32.095 9.540 -23.086 -1.1642
C -30.948 10.326 -23.511 0.1358
C -30.880 10.338 -25.059 -1.1586
O -31.221 11.699 -23.276 -0.5533
H -32.913 9.894 -23.713 0.3367
H -32.220 9.603 -22.005 0.2932
H -31.908 8.507 -23.382 0.3475
H -30.084 9.915 -22.989 0.3788
H -30.112 11.006 -25.451 0.3133
H -31.835 10.541 -25.545 0.3541
H -30.583 9.339 -25.376 0.3710
H -32.085 11.901 -23.644 0.3534
C -32.847 18.700 -20.376 -1.1993
C -32.028 18.082 -19.225 0.5238
C -32.605 18.448 -17.887 -1.3798
O -32.007 16.709 -19.466 -0.4781
H -33.004 19.755 -20.150 0.3780
H -33.866 18.315 -20.419 0.3050
H -32.376 18.522 -21.342 0.3130
H -31.023 18.487 -19.103 0.1914
H -31.864 18.041 -17.200 0.3277
H -33.551 17.907 -17.876 0.3601
H -32.727 19.486 -17.578 0.3761
H -32.620 16.262 -18.878 0.2891
```

Output
LUMO energy (alpha / beta) = -3.678 / -7.347 eV
Multiplicity = 4
Orbital gap (alpha / beta) = 6.1 / 1.9 eV
⟨S²⟩ = 3.76
Total energy = -4474.6235 Ha
Energy above the lowest of the compared OMol25 structures with the same formula, charge and spin = 270.87 kJ/mol
HOMO energy (alpha / beta) = -9.74 / -9.28 eV

[2]
The following is a quantum chemistry calculation of an isolated molecule of C41H42N4O3, from the Open Molecules 2025 dataset.

The geometry in XYZ format:
```
90
Properties=species:S:1:pos:R:3:mulliken_charge:R:1
C -4.973 0.288 2.996 -1.0365
N -3.949 0.182 1.982 0.3470
C -3.949 1.025 0.906 0.3073
O -4.783 1.908 0.718 -0.7328
C -2.747 0.661 0.041 0.1087
C -1.840 1.839 -0.338 1.1527
C -2.553 2.810 -1.207 0.5794
C -2.994 2.631 -2.520 -1.0183
N -3.767 3.699 -2.866 -0.0347
C -3.850 4.597 -1.835 -0.6114
C -4.629 5.740 -1.682 -0.7910
C -4.591 6.398 -0.435 -0.5244
C -3.794 5.914 0.608 -0.8253
C -3.024 4.745 0.465 -0.1108
C -3.062 4.075 -0.754 0.6108
N -2.059 -0.304 0.869 0.4986
C -0.890 -0.837 0.416 -0.3563
C -0.017 -1.586 1.160 -0.4692
C 1.299 -1.998 0.682 0.4861
C 2.040 -3.007 1.483 0.8208
C 2.847 -3.961 0.824 -0.7749
C 3.565 -4.899 1.559 -0.7769
C 3.378 -5.018 2.943 -0.8214
C 2.402 -4.244 3.549 -0.7548
C 1.715 -3.249 2.830 -0.3665
C -2.739 -0.600 2.157 0.2722
C -1.910 -0.105 3.354 -1.2865
C -3.104 -2.085 2.351 -1.7289
H -5.717 1.009 2.649 0.3807
H -5.478 -0.675 3.160 0.2773
H -4.565 0.654 3.951 0.3367
H -3.167 0.217 -0.887 0.0830
H -1.483 2.338 0.577 0.2216
H -0.949 1.452 -0.841 -0.8458
H -2.813 1.781 -3.182 0.5543
H -4.238 3.818 -3.780 0.2653
H -5.227 6.082 -2.530 0.3622
H -5.187 7.300 -0.290 0.3708
H -3.779 6.448 1.557 0.3749
H -2.415 4.337 1.276 0.4366
H -0.631 -0.573 -0.620 0.8092
H -0.420 -2.079 2.051 -0.0777
H 1.321 -2.233 -0.410 0.5019
H 2.927 -3.953 -0.266 0.8705
H 4.289 -5.528 1.031 0.3751
H 3.970 -5.717 3.519 0.3955
H 2.168 -4.365 4.603 0.3980
H 0.952 -2.660 3.346 0.1755
H -1.725 0.975 3.253 0.3054
H -2.489 -0.290 4.269 0.5500
H -0.948 -0.630 3.423 0.1176
H -3.900 -2.358 1.648 0.3970
H -2.246 -2.748 2.228 0.2939
H -3.507 -2.217 3.363 0.4616
C 3.717 -0.445 4.422 -1.3180
C 2.531 0.147 3.667 0.1402
O 2.865 -0.061 2.271 -0.3032
C 1.864 0.204 1.348 -0.5225
C 2.078 -0.692 0.073 -0.8237
N 1.667 0.044 -1.145 -0.2556
C 2.082 -0.343 -2.345 -0.1019
C 1.343 0.249 -3.489 0.6440
C 1.240 -0.360 -4.762 -0.6145
C 0.564 0.270 -5.815 -0.8041
C -0.034 1.523 -5.638 -0.5733
C -0.014 2.095 -4.359 -0.6191
C 0.688 1.480 -3.311 -0.2637
C 3.251 -1.225 -2.672 0.9113
C 3.947 -1.167 -3.915 -0.6512
C 5.027 -2.021 -4.175 -0.8709
C 5.519 -2.879 -3.186 -0.5379
C 4.910 -2.884 -1.933 -0.9218
C 3.774 -2.119 -1.723 0.8024
O 1.080 1.120 1.481 -0.5212
H 3.508 -0.272 5.477 0.4273
H 3.840 -1.524 4.257 0.2332
H 4.627 0.097 4.140 0.3223
H 1.583 -0.387 3.917 -0.0584
H 2.430 1.232 3.801 0.4206
H 3.200 -0.830 0.079 1.4369
H 1.702 -1.330 -4.957 0.6329
H 0.501 -0.211 -6.796 0.3720
H -0.525 2.042 -6.469 0.3963
H -0.545 3.032 -4.173 0.4777
H 0.759 1.956 -2.333 0.4431
H 3.658 -0.448 -4.685 0.6524
H 5.493 -2.009 -5.161 0.3833
H 6.347 -3.556 -3.382 0.3939
H 5.265 -3.498 -1.110 0.4427
H 3.301 -2.235 -0.751 -0.3254
```

Output
LUMO energy = -0.281 eV
Orbital gap = 6.9 eV
Total energy = -2032.2241 Ha
HOMO energy = -7.17 eV

[3]
The following is a quantum chemistry calculation of a cluster of 2 separate species, C12H16OS in total, from the Open Molecules 2025 dataset.

The geometry in XYZ format:
```
30
Properties=species:S:1:pos:R:3:mulliken_charge:R:1
C 2.608 1.439 -0.364 -0.5210
C 1.717 1.836 0.717 -1.1016
C 2.200 0.931 -1.518 -0.3183
C 0.660 1.144 1.136 -0.6032
C -0.598 -2.488 -0.480 -1.1727
C -1.438 -2.016 0.727 -0.3672
C -0.497 -1.290 -1.405 -1.0339
C -0.750 -0.901 1.425 -0.8732
C 0.738 0.984 -1.721 -1.4639
C -2.120 2.176 1.176 -0.6252
C -0.033 -0.030 -0.830 1.2340
C -0.027 0.057 0.486 1.1784
O -3.081 1.115 -1.015 -0.4951
S -3.098 1.065 0.447 0.4075
H 3.511 1.398 0.025 0.5155
H 2.137 2.570 1.337 0.4783
H 2.933 0.510 -2.180 0.3914
H 0.333 1.569 2.207 0.1679
H 0.370 -2.743 -0.146 0.4144
H -1.040 -3.290 -1.057 0.3927
H -2.315 -1.537 0.227 0.0844
H -1.645 -2.894 1.426 0.3372
H 0.179 -1.448 -2.258 0.4786
H -1.483 -0.937 -1.850 0.2388
H -1.439 -0.252 1.993 0.2318
H 0.044 -1.199 2.142 0.4714
H 0.383 2.024 -1.719 0.4302
H 0.621 0.732 -2.819 0.3934
H -1.873 1.974 2.144 0.4225
H -1.441 2.844 0.644 0.3067
```

Output
LUMO energy = -0.236 eV
Orbital gap = 8.2 eV
Total energy = -940.1276 Ha
Energy above the lowest of the compared OMol25 structures with the same formula, charge and spin = 153.99 kJ/mol
HOMO energy = -8.39 eV

[4]
The following is a quantum chemistry calculation of a cluster of 2 separate species, C2F4O in total, from the Open Molecules 2025 dataset.

The geometry in XYZ format:
```
7
Properties=species:S:1:pos:R:3:mulliken_charge:R:1
C -1.389 0.468 0.968 0.6251
C 1.557 -0.604 -0.702 0.1870
O -1.302 0.425 2.108 -0.2948
F -1.744 1.631 0.305 -0.1944
F -1.159 -0.418 0.058 -0.1242
F 1.215 -1.065 -1.875 -0.1119
F 2.824 -0.437 -0.861 -0.0867
```

Output
LUMO energy = -0.074 eV
Orbital gap = 11.6 eV
Total energy = -550.8388 Ha
Energy above the lowest of the compared OMol25 structures with the same formula, charge and spin = 187.80 kJ/mol
HOMO energy = -11.69 eV